(1)
Density functional theory data (the ωB97M-V functional and the def2-TZVPD basis) for a structure of composition C32H40BClN12O4S2Ti.

CARTESIAN COORDINATES (ANGSTROEM)
Ti 0.010 -0.096 -1.627
C -1.457 -3.740 -3.622
C -0.257 -3.534 -2.699
C 0.799 -4.623 -2.909
C -0.699 -3.490 -1.264
C -1.435 -4.478 -0.600
C -1.581 -3.982 0.676
N -0.999 -2.773 0.760
N -0.458 -2.467 -0.454
B -1.010 -2.029 2.172
N -1.915 -0.788 2.208
C -3.256 -0.861 2.322
C -3.749 0.419 2.429
C -2.597 1.228 2.371
N -1.507 0.496 2.233
C -2.493 2.725 2.464
C -1.971 3.145 3.841
C -1.605 3.279 1.354
N 0.362 -1.771 2.811
C 0.858 -2.522 3.817
C 1.990 -1.905 4.297
C 2.107 -0.740 3.504
N 1.129 -0.682 2.616
C 3.140 0.355 3.568
C 2.504 1.720 3.307
C 3.887 0.338 4.899
H -1.136 -3.735 -4.666
H -1.942 -4.697 -3.414
H -2.184 -2.938 -3.490
H 0.199 -2.575 -2.961
H 0.365 -5.619 -2.779
H 1.212 -4.557 -3.918
H 1.621 -4.517 -2.200
H -1.804 -5.407 -0.997
H -2.070 -4.405 1.534
H -1.541 -2.856 2.875
H -3.758 -1.814 2.301
H -4.778 0.729 2.510
H -3.506 3.124 2.338
H -0.992 2.692 4.010
H -1.866 4.232 3.908
H -2.639 2.811 4.637
H -0.607 2.843 1.422
H -2.003 3.016 0.375
H -1.521 4.367 1.424
H 0.355 -3.422 4.128
H 2.621 -2.235 5.105
H 3.873 0.172 2.777
H 1.868 2.007 4.149
H 3.273 2.484 3.170
H 1.877 1.687 2.417
H 3.193 0.473 5.733
H 4.420 -0.603 5.052
H 4.621 1.148 4.931
S -0.985 -0.294 -3.881
C -2.621 0.313 -3.731
C -3.349 0.702 -4.860
C -4.643 1.186 -4.755
C -5.235 1.300 -3.499
C -4.525 0.923 -2.370
C -3.221 0.425 -2.462
S -2.366 -0.107 -1.033
H -2.872 0.621 -5.830
H -5.184 1.485 -5.646
H -6.243 1.685 -3.400
H -4.970 1.009 -1.385
N 2.353 -1.979 0.018
C 2.708 -0.697 -0.059
N 3.973 -0.401 0.250
C 4.287 0.891 0.143
N 5.584 1.222 0.496
N 3.497 1.877 -0.225
C 2.246 1.490 -0.550
N 1.779 0.206 -0.457
C 1.346 2.436 -1.091
C 1.656 3.808 -1.204
C 0.758 4.652 -1.784
C -0.470 4.121 -2.267
C -0.714 2.788 -2.131
N 0.158 1.924 -1.556
H 3.075 -2.637 0.244
H 1.414 -2.277 -0.217
H 6.220 0.448 0.392
H 5.893 2.079 0.066
H 2.609 4.143 -0.824
H 0.976 5.710 -1.874
H -1.214 4.748 -2.739
H -1.642 2.355 -2.483
O 2.730 -0.985 -4.920
Cl 2.574 -0.333 -3.654
O 3.822 -0.305 -2.941
O 2.036 0.987 -3.789
O 1.615 -1.152 -2.840

Charge   -2
Orbital gap (spin up / spin down)   5.1 / 6.5 eV
Multiplicity   3
Relative energy (zero: lowest compared OMol25 entry of this formula, charge and spin)   17.7 kJ/mol
LUMO (spin up / spin down)   4.5 / 4.5 eV
Highest occupied orbital energy (spin up / spin down)   -0.627 / -2.045 eV

Results of the Mulliken charge analysis, in e, for atoms 1 through 2: atom 1 (Ti): 0.58, atom 2 (C): -1.68

(2)
Density functional theory data (the ωB97M-V functional and the def2-TZVPD basis) for the molecule C5H8ClOP.

CARTESIAN COORDINATES (ANGSTROEM)
C 1.369 -0.038 0.633
C -0.235 -0.015 -1.889
C -0.685 0.903 -0.748
C -0.119 0.466 0.674
C -1.036 -0.568 1.229
O 2.048 -1.522 -1.814
P 1.364 -0.379 -1.275
Cl 1.745 -1.596 1.383
H 2.119 0.688 1.025
H -0.461 0.376 -2.948
H -1.799 0.869 -0.744
H -0.358 1.953 -1.056
H 0.015 1.391 1.425
H -1.087 -1.481 0.688
H -2.060 -0.188 1.260
H -0.820 -0.858 2.157

Orbital gap (spin up / spin down)   7.9 / 7.9 eV
Multiplicity   1
Relative energy (zero: lowest compared OMol25 entry of this formula, charge and spin)   325.0 kJ/mol
LUMO (spin up / spin down)   -0.7 / -0.7 eV
Highest occupied orbital energy (spin up / spin down)   -8.523 / -8.524 eV

Results of the natural (NBO) charge analysis, in e, for atoms 1 through 2: atom 1 (C): -0.51, atom 2 (C): -0.69

(3)
Density functional theory data (the ωB97M-V functional and the def2-TZVPD basis) for a cluster of 2 separate species, C6H12N2 in total.

CARTESIAN COORDINATES (ANGSTROEM)
C -0.871 -0.536 1.521
C 0.280 0.325 1.263
C 1.597 0.033 1.594
N 2.251 1.249 1.702
C 1.352 2.183 1.269
N 0.171 1.662 1.054
H -0.653 -1.602 1.534
H -1.693 -0.267 0.863
H -1.224 -0.251 2.521
H 2.036 -0.892 1.923
H 3.075 1.410 2.257
H 1.577 3.230 1.389
C -1.545 -0.390 -2.650
C -0.475 -1.318 -2.057
H -1.039 0.269 -3.371
H -2.360 -0.796 -3.249
H -1.932 0.218 -1.834
H 0.041 -0.738 -1.302
H 0.329 -1.560 -2.759
H -0.917 -2.228 -1.671

Orbital gap   9.4 eV
SMILES   Cc1c[nH]cn1.CC
Multiplicity   1
Relative energy (zero: lowest compared OMol25 entry of this formula, charge and spin)   52.0 kJ/mol
LUMO   0.9 eV
Highest occupied orbital energy   -8.448 eV

Results of the natural (NBO) charge analysis, in e, for atoms 1 through 2: atom 1 (C): -0.64, atom 2 (C): 0.10

(4)
Density functional theory data (the ωB97M-V functional and the def2-TZVPD basis) for a cluster of 9 separate species, C41H74NO20S8 in total.

CARTESIAN COORDINATES (ANGSTROEM)
O 1.096 -0.920 -1.846
C 1.473 0.226 -1.892
O 0.699 1.367 -1.859
C -0.688 1.140 -2.106
C -1.123 1.359 -3.631
C -0.112 0.771 -4.652
C 1.209 1.396 -4.880
C 2.167 0.777 -5.830
C 3.559 1.464 -5.985
O 4.588 0.842 -5.941
O 3.584 2.838 -6.137
C 1.742 -0.458 -6.523
C 0.413 -0.997 -6.228
N -0.444 -0.387 -5.334
H 2.591 0.389 -2.019
H -1.241 1.953 -1.543
H -1.106 0.177 -1.716
H -2.081 0.758 -3.747
H -1.416 2.422 -3.846
H 1.462 2.328 -4.320
H 3.357 3.254 -5.272
H 2.439 -0.974 -7.224
H 0.071 -1.949 -6.710
H -1.356 -0.804 -5.128
C 3.247 -3.337 -3.764
C 4.478 -3.164 -4.660
C 5.404 -2.155 -3.976
S 5.084 -2.293 -2.218
O 4.503 -1.054 -1.757
O 6.224 -2.892 -1.571
C 3.786 -3.512 -2.349
H 2.641 -4.192 -4.069
H 2.621 -2.441 -3.818
H 4.991 -4.124 -4.763
H 4.205 -2.829 -5.662
H 6.453 -2.374 -4.169
H 5.177 -1.132 -4.281
H 3.035 -3.339 -1.579
H 4.239 -4.496 -2.219
C 2.986 7.095 -1.587
C 2.121 7.507 -2.782
C 2.364 6.486 -3.897
S 2.813 4.955 -3.084
O 4.179 4.636 -3.422
O 1.741 3.991 -3.246
C 2.772 5.595 -1.419
H 2.714 7.641 -0.684
H 4.038 7.301 -1.804
H 1.067 7.491 -2.491
H 2.352 8.518 -3.118
H 1.469 6.325 -4.499
H 3.194 6.782 -4.539
H 3.542 5.115 -0.818
H 1.785 5.382 -1.005
C -1.469 -2.932 1.585
C -1.722 -3.912 0.435
C -3.233 -3.948 0.185
S -3.862 -2.349 0.693
O -4.723 -2.535 1.833
O -4.279 -1.608 -0.475
C -2.301 -1.696 1.265
H -0.411 -2.688 1.684
H -1.804 -3.375 2.528
H -1.208 -3.557 -0.464
H -1.337 -4.907 0.660
H -3.464 -4.108 -0.867
H -3.721 -4.710 0.793
H -2.462 -1.052 2.129
H -1.859 -1.125 0.447
C -5.797 -1.750 4.817
C -6.131 -1.072 6.150
C -5.401 -1.842 7.253
S -3.948 -2.556 6.486
O -4.078 -3.993 6.501
O -2.766 -1.886 6.983
C -4.290 -1.973 4.833
H -6.102 -1.141 3.965
H -6.317 -2.710 4.751
H -5.779 -0.035 6.129
H -7.207 -1.049 6.333
H -5.094 -1.186 8.066
H -6.011 -2.657 7.643
H -3.958 -2.708 4.104
H -3.751 -1.033 4.694
C 9.166 -4.042 2.723
C 8.311 -3.622 1.524
C 8.592 -4.611 0.390
S 9.062 -6.152 1.175
O 10.440 -6.430 0.854
O 8.016 -7.126 0.977
C 8.982 -5.549 2.854
H 8.870 -3.522 3.635
H 10.217 -3.809 2.527
H 7.253 -3.666 1.798
H 8.526 -2.598 1.214
H 7.711 -4.776 -0.228
H 9.425 -4.282 -0.231
H 9.754 -6.026 3.456
H 7.994 -5.792 3.248
C -12.035 -0.198 5.591
C -11.363 -0.105 4.218
C -9.913 -0.572 4.383
S -9.913 -1.723 5.757
O -9.144 -1.150 6.837
O -9.668 -3.054 5.261
C -11.647 -1.562 6.151
H -13.118 -0.088 5.520
H -11.656 0.595 6.242
H -11.882 -0.761 3.513
H -11.406 0.908 3.815
H -9.548 -1.076 3.490
H -9.253 0.258 4.639
H -11.792 -1.642 7.227
H -12.180 -2.364 5.638
C -0.990 1.347 10.504
C -0.481 0.186 9.644
C -0.756 0.544 8.181
S -0.738 2.333 8.091
O -2.064 2.790 7.749
O 0.433 2.763 7.363
C -0.473 2.615 9.834
H -0.643 1.269 11.535
H -2.083 1.348 10.513
H 0.595 0.063 9.797
H -0.960 -0.757 9.914
H 0.008 0.142 7.517
H -1.741 0.200 7.864
H -1.002 3.513 10.149
H 0.600 2.735 9.993
C 2.434 4.800 -11.223
C 1.240 5.384 -10.464
C 0.858 4.384 -9.369
S 2.362 3.503 -8.948
O 2.206 2.115 -9.326
O 2.791 3.887 -7.623
C 3.404 4.308 -10.154
H 2.900 5.539 -11.876
H 2.103 3.961 -11.842
H 1.528 6.336 -10.009
H 0.397 5.582 -11.128
H 0.474 4.885 -8.481
H 0.130 3.656 -9.729
H 4.142 3.603 -10.536
H 3.902 5.143 -9.659

Charge   +1
Orbital gap   6.8 eV
Multiplicity   1
LUMO   -4.3 eV
Highest occupied orbital energy   -11.145 eV

Results of the Mulliken charge analysis, in e, for atoms 1 through 2: atom 1 (O): -0.51, atom 2 (C): 0.17

(5)
Density functional theory data (the ωB97M-V functional and the def2-TZVPD basis) for a structure of composition C11H14AgCl2N2O2.

CARTESIAN COORDINATES (ANGSTROEM)
Ag 0.765 -1.476 -1.587
C 5.138 -1.018 -1.137
C 3.684 -1.269 -0.827
N 3.257 -0.972 0.404
O 2.957 -1.764 -1.692
H 5.658 -0.489 -0.341
H 5.197 -0.445 -2.060
H 5.624 -1.978 -1.309
H 3.853 -0.477 1.042
H 2.270 -1.057 0.654
C -0.380 -0.201 3.844
C -0.018 -0.335 2.379
C -0.934 0.244 1.358
O 0.978 -0.965 2.071
H -1.041 0.642 4.031
H 0.527 -0.122 4.442
H -0.900 -1.114 4.143
H -1.565 1.039 1.752
H -1.572 -0.564 0.980
H -0.372 0.584 0.490
Cl -4.049 -1.631 -0.550
C -3.332 -0.144 -1.159
C -4.130 0.967 -1.193
C -3.626 2.204 -1.612
C -2.283 2.250 -1.971
C -1.487 1.126 -1.933
Cl 0.210 1.387 -2.364
C -1.913 -0.226 -1.548
N -1.269 -1.339 -1.488
H -5.163 0.870 -0.877
H -4.251 3.086 -1.653
H -1.834 3.186 -2.287

Charge   -1
Orbital gap   4.7 eV
Multiplicity   1
Relative energy (zero: lowest compared OMol25 entry of this formula, charge and spin)   43.0 kJ/mol
LUMO   2.6 eV
Highest occupied orbital energy   -2.053 eV

Results of the natural (NBO) charge analysis, in e, for atoms 1 through 2: atom 1 (Ag): 0.61, atom 2 (C): -0.70

(6)
Density functional theory data (the ωB97M-V functional and the def2-TZVPD basis) for a structure of composition C20H40CuP2Si.

CARTESIAN COORDINATES (ANGSTROEM)
P 1.553 0.475 2.318
P -0.859 -1.369 -1.969
C -1.276 0.412 0.082
C -1.974 -0.387 -0.940
H -1.315 1.503 -0.152
H -1.646 0.353 1.097
H -2.604 -1.055 -0.384
H -2.590 0.248 -1.601
C -0.393 -0.415 -3.395
H -0.101 -1.110 -4.183
H 0.463 0.203 -3.120
H -1.195 0.229 -3.745
C -1.860 -2.782 -2.372
H -2.429 -2.593 -3.279
H -2.531 -2.998 -1.539
H -1.223 -3.651 -2.515
C 2.482 1.956 2.875
H 3.230 1.674 3.630
H 1.775 2.703 3.255
H 2.968 2.390 1.989
C 0.175 0.185 3.497
H -0.583 -0.378 2.940
H -0.231 1.147 3.821
H 0.569 -0.398 4.334
Cu 0.369 1.274 0.433
C -2.980 2.842 -0.572
C -1.986 3.149 -1.413
C -1.102 4.355 -1.377
C -0.838 4.809 0.100
C -0.375 3.670 0.961
C -1.181 3.088 1.913
C -2.687 3.217 1.991
C -3.458 3.543 0.689
C 2.656 -0.911 2.734
H -3.642 1.991 -0.827
H -1.924 2.583 -2.358
H -1.521 5.215 -1.943
H -0.146 4.061 -1.847
H -0.031 5.569 0.052
H -1.744 5.319 0.485
H 0.700 3.498 0.968
H -0.744 2.770 2.859
H -2.988 3.998 2.732
H -3.056 2.247 2.399
H -4.482 3.150 0.860
H -3.546 4.642 0.542
H 2.533 -1.701 1.970
H 2.377 -1.321 3.725
H 3.710 -0.586 2.739
C 2.146 -5.297 0.381
Si 2.350 -4.244 -1.177
C 4.161 -3.980 -1.520
C 1.413 -5.036 -2.630
C 1.479 -2.588 -0.920
C 0.581 -1.808 -1.118
H 2.600 -6.298 0.203
H 1.071 -5.416 0.634
H 2.660 -4.797 1.230
H 4.682 -4.953 -1.572
H 4.302 -3.439 -2.470
H 4.592 -3.375 -0.703
H 0.338 -5.193 -2.377
H 1.460 -4.368 -3.522
H 1.849 -6.022 -2.900

Orbital gap (spin up / spin down)   3.7 / 6.3 eV
Multiplicity   2
Relative energy (zero: lowest compared OMol25 entry of this formula, charge and spin)   0.0 kJ/mol
LUMO (spin up / spin down)   0.4 / 0.4 eV
Highest occupied orbital energy (spin up / spin down)   -3.299 / -5.911 eV

Results of the natural (NBO) charge analysis, in e, for atoms 1 through 2: atom 1 (P): 0.80, atom 2 (P): 1.52

(7)
Density functional theory data (the ωB97M-V functional and the def2-TZVPD basis) for the molecule C3H4FN3.

CARTESIAN COORDINATES (ANGSTROEM)
F -2.281 -0.706 -0.187
C -1.449 0.388 0.047
C -0.101 -0.020 0.185
C 0.620 -1.283 0.080
N 1.895 -1.072 -0.083
N 2.108 0.145 -0.061
N 0.982 0.860 -0.184
H -1.584 0.944 1.104
H -1.558 1.057 -0.786
H 0.275 -2.275 -0.069
H 1.093 1.962 -0.046

Orbital gap   10.0 eV
SMILES   FCc1cnn[nH]1
Multiplicity   1
Relative energy (zero: lowest compared OMol25 entry of this formula, charge and spin)   288.3 kJ/mol
LUMO   0.7 eV
Highest occupied orbital energy   -9.294 eV

Results of the natural (NBO) charge analysis, in e, for atoms 1 through 2: atom 1 (F): -0.34, atom 2 (C): 0.01

(8)
Density functional theory data (the ωB97M-V functional and the def2-TZVPD basis) for a structure of composition C28H35CuN4O2PS5Si.

CARTESIAN COORDINATES (ANGSTROEM)
Cu 0.185 0.014 0.838
C -3.400 3.349 2.406
N -3.405 1.898 2.441
C -4.526 1.093 2.325
C -4.119 -0.179 2.346
N -2.728 -0.171 2.461
C -2.284 1.137 2.523
S -0.745 1.722 2.850
C -1.932 -1.347 2.430
C -2.533 -2.592 2.591
C -1.738 -3.718 2.612
C -0.365 -3.571 2.477
C 0.136 -2.301 2.300
N -0.630 -1.197 2.241
H -4.420 3.698 2.562
H -3.033 3.698 1.441
H -2.752 3.726 3.195
H -5.520 1.495 2.230
H -4.694 -1.078 2.234
H -3.602 -2.688 2.705
H -2.183 -4.695 2.748
H 0.301 -4.424 2.499
H 1.197 -2.121 2.171
C 6.292 1.345 -1.217
C 5.984 0.036 -0.518
O 4.887 0.204 0.382
P 3.373 -0.294 0.003
S 2.288 0.856 1.238
S 3.085 -0.408 -1.911
O 3.390 -1.814 0.596
C 4.199 -2.111 1.732
C 3.767 -3.444 2.310
H 7.201 1.246 -1.819
H 6.437 2.137 -0.479
H 5.459 1.614 -1.867
H 6.834 -0.291 0.086
H 5.756 -0.735 -1.254
H 4.118 -1.312 2.473
H 5.245 -2.168 1.417
H 2.836 -3.356 2.872
H 4.540 -3.821 2.983
H 3.618 -4.165 1.503
S -1.880 3.519 -0.871
C -0.342 3.986 -0.470
N 0.153 4.096 0.767
C 1.583 4.355 0.920
C 2.128 4.818 -0.436
S 0.840 4.454 -1.671
H -0.294 3.534 1.502
H 2.082 3.440 1.233
H 1.736 5.117 1.684
H 3.030 4.274 -0.710
H 2.332 5.887 -0.456
C 0.093 -0.106 -5.673
C -0.455 0.859 -4.837
C -0.668 0.582 -3.492
C -0.360 -0.669 -2.945
C 0.185 -1.626 -3.805
C 0.417 -1.353 -5.149
Si -0.606 -1.036 -1.087
C -2.536 -1.243 -1.103
C -3.386 -0.133 -1.215
C -4.768 -0.268 -1.274
C -5.355 -1.526 -1.190
C -4.540 -2.643 -1.044
C -3.155 -2.497 -1.011
H 0.273 0.110 -6.720
H -0.707 1.839 -5.232
H -1.067 1.365 -2.853
H 0.448 -2.604 -3.411
H 0.861 -2.110 -5.787
H -0.262 -2.512 -1.060
H -2.953 0.864 -1.260
H -5.394 0.613 -1.380
H -6.434 -1.633 -1.232
H -4.986 -3.631 -0.978
H -2.532 -3.383 -0.913

Charge   -1
Orbital gap   6.1 eV
Multiplicity   1
LUMO   2.4 eV
Highest occupied orbital energy   -3.618 eV

Results of the Mulliken charge analysis, in e, for atoms 1 through 2: atom 1 (Cu): 0.50, atom 2 (C): -0.82

Q: Which M values were calculated for the entries above? A: 815.02, 150.55, 112.18, 1157.57, 385.02, 434.12, 101.08, 742.56, in g mol⁻¹.
Q: Which max |F| values were calculated for the entries above? A: 0.0406, 0.0807, 0.0502, 0.1051, 0.0088, 0.1307, 0.1355, 0.0211, in hartree/bohr.